# 1
32
Properties=species:S:1:pos:R:3 method="wB97M-V/def2-TZVPD" lumo_energy_ha=0.029 smiles="CC(C)=NC(C)C.CCOP(Cl)C#N" total_energy_ha=-1339.967145 total_charge=0 e_above_lowest_kj_mol=93.3 orbital_gap_ev=9.62
C -0.51 2.30 -1.41
C -1.19 1.72 -0.24
C -1.78 2.71 0.69
N -1.26 0.46 -0.33
C -2.07 -0.46 0.49
C -1.39 -1.76 0.70
C -3.34 -0.80 -0.22
H 0.16 1.59 -2.04
H 0.13 3.10 -0.99
H -1.19 2.84 -2.07
H -1.60 3.80 0.40
H -1.51 2.41 1.70
H -2.87 2.57 0.70
H -2.22 0.09 1.40
H -1.40 -2.22 -0.28
H -0.32 -1.68 0.95
H -1.96 -2.22 1.48
H -3.98 0.02 -0.54
H -3.82 -1.58 0.40
H -3.21 -1.33 -1.19
C 4.15 -2.27 -0.37
C 2.68 -2.13 0.15
O 2.36 -0.71 0.51
P 2.03 0.43 -0.57
Cl 3.69 1.62 -0.52
C 1.33 1.36 0.73
N 1.07 1.73 1.80
H 4.28 -1.24 -0.87
H 4.86 -2.25 0.40
H 4.34 -2.92 -1.19
H 2.50 -2.71 1.00
H 2.01 -2.45 -0.66

***

# 2
11
Properties=species:S:1:pos:R:3 method="wB97M-V/def2-TZVPD" lumo_energy_ha=0.007 total_energy_ha=-281.405544 total_charge=0 e_above_lowest_kj_mol=484.4 orbital_gap_ev=9.35
C -0.42 1.64 0.42
N -0.21 0.30 0.22
C 0.23 -0.79 -0.22
N -0.66 -1.57 -0.77
C 1.56 -1.16 0.09
N 2.62 -1.53 0.30
H 0.41 2.05 0.95
H -0.50 2.01 -0.61
H -1.28 1.65 1.11
H -1.56 -0.19 -0.46
H -0.20 -2.42 -1.05

***

# 3
102
Properties=species:S:1:pos:R:3 method="wB97M-V/def2-TZVPD" lumo_energy_ha=-0.355 total_energy_ha=-2507.646003 total_charge=+1 orbital_gap_ev=1.20
Be 1.63 1.63 -2.95
B 0.03 0.21 1.31
F -0.74 -0.08 2.36
F -0.28 1.40 0.62
F 1.27 0.41 1.72
F 0.07 -0.83 0.44
N 4.72 5.55 -0.83
C 5.66 6.23 -1.63
C 6.14 7.51 -1.34
C 5.86 8.00 -0.01
C 5.11 7.29 0.89
C 4.59 6.08 0.42
H 5.85 5.80 -2.60
H 6.72 8.12 -2.01
H 6.30 8.96 0.24
H 4.76 7.75 1.80
H 3.82 5.49 0.91
N -6.34 6.93 1.41
C -6.69 6.09 0.40
C -6.28 4.71 0.50
C -5.50 4.23 1.53
C -5.27 5.16 2.53
C -5.69 6.47 2.50
H -7.28 6.53 -0.39
H -6.63 4.12 -0.34
H -5.24 3.19 1.66
H -4.68 4.96 3.42
H -5.50 7.22 3.25
N -3.15 0.56 -4.26
C -4.03 1.50 -4.84
C -5.34 1.31 -5.21
C -5.98 0.13 -4.77
C -5.17 -0.87 -4.21
C -3.84 -0.61 -4.00
H -3.68 2.51 -5.03
H -5.93 2.01 -5.78
H -7.01 -0.13 -4.93
H -5.53 -1.82 -3.85
H -3.31 -1.37 -3.44
N -5.36 -5.90 1.87
C -5.63 -7.09 2.36
C -6.12 -7.27 3.65
C -6.18 -6.15 4.49
C -5.85 -4.89 3.98
C -5.43 -4.85 2.68
H -5.46 -7.99 1.79
H -6.27 -8.26 4.06
H -6.43 -6.26 5.54
H -5.93 -4.12 4.73
H -5.02 -3.99 2.17
N 1.85 -3.32 -4.80
C 1.50 -3.66 -6.07
C 1.69 -4.99 -6.54
C 2.07 -5.98 -5.66
C 2.31 -5.69 -4.34
C 2.24 -4.35 -3.97
H 1.23 -3.00 -6.88
H 1.32 -5.32 -7.50
H 2.13 -6.98 -6.06
H 2.55 -6.45 -3.61
H 2.41 -4.20 -2.91
N -0.14 6.81 -3.46
C -0.59 7.63 -2.39
C -0.99 8.91 -2.57
C -0.93 9.45 -3.83
C -0.39 8.70 -4.87
C 0.01 7.40 -4.67
H -0.58 7.16 -1.42
H -1.40 9.53 -1.78
H -1.02 10.52 -3.84
H -0.06 9.04 -5.84
H 0.32 6.83 -5.53
C 1.15 -2.45 7.36
C -0.02 -3.33 7.82
O -0.47 -3.24 8.95
C -0.51 -4.30 6.76
H 1.40 -1.74 8.15
H 0.88 -1.85 6.49
H 2.02 -2.96 6.94
H 0.22 -5.10 6.66
H -0.67 -3.67 5.89
H -1.47 -4.71 7.10
C 2.80 -9.08 3.36
C 2.87 -7.69 2.73
O 3.92 -7.02 2.69
C 1.57 -7.10 2.20
H 2.26 -8.99 4.30
H 3.81 -9.47 3.52
H 2.21 -9.77 2.76
H 1.20 -7.55 1.28
H 1.73 -6.03 2.07
H 0.82 -7.17 3.00
C 7.57 -0.39 0.74
C 7.31 0.08 -0.67
O 6.19 -0.05 -1.06
C 8.50 0.30 -1.52
H 6.83 -1.10 1.11
H 7.44 0.40 1.48
H 8.53 -0.88 0.94
H 9.38 0.57 -0.95
H 8.35 1.14 -2.19
H 8.90 -0.46 -2.19

***

What did the third record say?
102
Properties=species:S:1:pos:R:3 method="wB97M-V/def2-TZVPD" lumo_energy_ha=-0.355 total_energy_ha=-2507.646003 total_charge=+1 orbital_gap_ev=1.20
Be 1.63 1.63 -2.95
B 0.03 0.21 1.31
F -0.74 -0.08 2.36
F -0.28 1.40 0.62
F 1.27 0.41 1.72
F 0.07 -0.83 0.44
N 4.72 5.55 -0.83
C 5.66 6.23 -1.63
C 6.14 7.51 -1.34
C 5.86 8.00 -0.01
C 5.11 7.29 0.89
C 4.59 6.08 0.42
H 5.85 5.80 -2.60
H 6.72 8.12 -2.01
H 6.30 8.96 0.24
H 4.76 7.75 1.80
H 3.82 5.49 0.91
N -6.34 6.93 1.41
C -6.69 6.09 0.40
C -6.28 4.71 0.50
C -5.50 4.23 1.53
C -5.27 5.16 2.53
C -5.69 6.47 2.50
H -7.28 6.53 -0.39
H -6.63 4.12 -0.34
H -5.24 3.19 1.66
H -4.68 4.96 3.42
H -5.50 7.22 3.25
N -3.15 0.56 -4.26
C -4.03 1.50 -4.84
C -5.34 1.31 -5.21
C -5.98 0.13 -4.77
C -5.17 -0.87 -4.21
C -3.84 -0.61 -4.00
H -3.68 2.51 -5.03
H -5.93 2.01 -5.78
H -7.01 -0.13 -4.93
H -5.53 -1.82 -3.85
H -3.31 -1.37 -3.44
N -5.36 -5.90 1.87
C -5.63 -7.09 2.36
C -6.12 -7.27 3.65
C -6.18 -6.15 4.49
C -5.85 -4.89 3.98
C -5.43 -4.85 2.68
H -5.46 -7.99 1.79
H -6.27 -8.26 4.06
H -6.43 -6.26 5.54
H -5.93 -4.12 4.73
H -5.02 -3.99 2.17
N 1.85 -3.32 -4.80
C 1.50 -3.66 -6.07
C 1.69 -4.99 -6.54
C 2.07 -5.98 -5.66
C 2.31 -5.69 -4.34
C 2.24 -4.35 -3.97
H 1.23 -3.00 -6.88
H 1.32 -5.32 -7.50
H 2.13 -6.98 -6.06
H 2.55 -6.45 -3.61
H 2.41 -4.20 -2.91
N -0.14 6.81 -3.46
C -0.59 7.63 -2.39
C -0.99 8.91 -2.57
C -0.93 9.45 -3.83
C -0.39 8.70 -4.87
C 0.01 7.40 -4.67
H -0.58 7.16 -1.42
H -1.40 9.53 -1.78
H -1.02 10.52 -3.84
H -0.06 9.04 -5.84
H 0.32 6.83 -5.53
C 1.15 -2.45 7.36
C -0.02 -3.33 7.82
O -0.47 -3.24 8.95
C -0.51 -4.30 6.76
H 1.40 -1.74 8.15
H 0.88 -1.85 6.49
H 2.02 -2.96 6.94
H 0.22 -5.10 6.66
H -0.67 -3.67 5.89
H -1.47 -4.71 7.10
C 2.80 -9.08 3.36
C 2.87 -7.69 2.73
O 3.92 -7.02 2.69
C 1.57 -7.10 2.20
H 2.26 -8.99 4.30
H 3.81 -9.47 3.52
H 2.21 -9.77 2.76
H 1.20 -7.55 1.28
H 1.73 -6.03 2.07
H 0.82 -7.17 3.00
C 7.57 -0.39 0.74
C 7.31 0.08 -0.67
O 6.19 -0.05 -1.06
C 8.50 0.30 -1.52
H 6.83 -1.10 1.11
H 7.44 0.40 1.48
H 8.53 -0.88 0.94
H 9.38 0.57 -0.95
H 8.35 1.14 -2.19
H 8.90 -0.46 -2.19